(1)
Here is a cluster of 6 separate species, C24H40BNO11 in total from the OMol25 dataset. Energies are from ωB97M-V/def2-TZVPD.

```
77
Properties=species:S:1:pos:R:3:forces:R:3
C 3.97510 -2.79979 1.05186 -0.5 -0.3 -0.2
B 3.10964 -3.12941 -0.20563 -0.2 -0.1 -0.3
N 1.63109 -2.91188 -0.18212 0.3 0.3 0.7
C 0.99673 -3.36677 1.05748 0.1 0.1 0.3
C 1.39524 -1.55052 -0.50613 -0.3 0.1 -1.5
C 1.27993 -0.50019 0.57676 0.1 -0.1 -0.4
O 1.36452 -1.21404 -1.68567 0.2 -0.2 0.9
H 4.52160 -3.67976 1.39105 0.2 0.1 0.1
H 3.38124 -2.37693 1.85870 0.2 -0.1 0.2
H 4.69468 -2.04069 0.73356 0.2 -0.1 0.0
H 3.59085 -3.49090 -1.23142 0.1 0.3 -0.1
H 1.13935 -2.70328 1.91433 0.0 0.1 0.0
H 1.39601 -4.34073 1.33492 0.0 0.0 -0.1
H -0.07030 -3.49243 0.87906 -0.1 0.0 0.0
H 2.06243 -0.61745 1.32418 -0.1 -0.1 0.2
H 1.42898 0.44839 0.07465 -0.1 0.1 0.1
H 0.30552 -0.47662 1.05919 0.0 -0.1 0.1
O 0.78147 2.56973 1.03669 0.2 0.1 0.2
C 0.37424 3.43515 0.31603 -0.2 -0.2 -0.2
C 0.58434 3.58362 -1.17778 0.0 0.3 0.0
C 0.12777 5.01596 -1.44577 0.1 -0.1 0.0
C -0.89913 5.21686 -0.34049 -0.1 0.1 -0.1
O -0.43307 4.42075 0.76574 0.0 0.1 0.0
H -0.05687 2.85726 -1.68111 0.0 0.0 0.0
H 1.62082 3.38928 -1.43800 0.0 -0.1 0.0
H -0.28721 5.16802 -2.43913 -0.1 0.0 0.0
H 0.95808 5.71089 -1.30933 0.0 0.0 0.0
H -1.88396 4.84595 -0.62839 0.0 0.0 0.0
H -0.98628 6.25124 -0.01723 0.0 0.0 0.1
O -2.82891 3.84019 -3.04267 0.2 0.0 0.1
C -3.76968 3.51804 -2.37528 -0.2 0.0 -0.2
C -5.11546 4.21173 -2.27884 -0.1 -0.1 0.4
C -5.72208 3.59342 -1.01803 0.1 0.1 -0.1
C -5.06311 2.21814 -0.99548 -0.1 0.1 0.0
O -3.76470 2.41922 -1.59514 0.1 0.0 0.1
H -5.68725 3.96719 -3.17516 0.0 0.0 0.0
H -4.98368 5.28802 -2.21762 0.0 0.0 -0.2
H -6.80825 3.54249 -1.02105 0.0 0.0 0.0
H -5.41277 4.16517 -0.14183 0.0 0.0 0.0
H -5.60370 1.48375 -1.59312 0.0 0.0 0.0
H -4.92314 1.81398 0.00171 0.1 -0.1 0.0
O -5.46284 -0.72559 0.53402 -0.1 0.0 -0.1
C -4.57710 -1.09907 1.24481 0.1 0.1 0.1
C -3.30767 -0.35886 1.61965 0.2 -0.2 0.0
C -2.42390 -1.46565 2.19025 0.0 0.1 0.0
C -3.46125 -2.43912 2.73484 0.1 0.0 0.0
O -4.60154 -2.30044 1.86534 0.0 0.0 0.0
H -3.56261 0.39131 2.37064 0.0 0.0 0.0
H -2.88332 0.13427 0.74881 -0.1 0.1 0.0
H -1.71519 -1.13048 2.94498 0.0 0.0 0.0
H -1.85546 -1.93157 1.38439 0.0 0.0 0.0
H -3.77299 -2.18685 3.75037 0.0 0.0 0.0
H -3.13652 -3.47611 2.71496 -0.1 0.0 -0.1
O 2.47124 -0.65587 4.06628 -0.1 -0.1 0.0
C 3.26082 0.19729 3.78854 0.0 0.1 0.1
C 3.57772 1.47188 4.54494 0.1 0.2 -0.3
C 4.32304 2.30519 3.50259 -0.1 0.0 0.1
C 4.95700 1.22434 2.63303 0.0 0.1 0.0
O 4.03794 0.11963 2.68345 0.1 0.0 -0.1
H 4.20733 1.21293 5.39786 0.0 0.0 0.0
H 2.66239 1.93525 4.90031 0.0 -0.1 0.1
H 5.05195 2.99745 3.91824 0.0 0.0 0.0
H 3.60660 2.87744 2.91246 0.0 0.0 0.0
H 5.92029 0.88623 3.02080 0.0 0.0 0.0
H 5.07779 1.52262 1.59478 0.0 -0.1 0.0
O 2.65442 -5.78003 -2.25484 0.0 -0.2 0.0
C 2.09609 -5.19521 -3.13562 0.0 0.2 0.2
C 0.85158 -4.34202 -3.05035 -0.2 -0.1 -0.4
C 0.41934 -4.22136 -4.51117 0.0 0.0 0.1
C 1.75701 -4.33673 -5.23343 -0.1 0.1 0.0
O 2.56043 -5.20058 -4.40998 0.0 0.0 -0.1
H 1.12585 -3.37834 -2.62007 0.0 0.0 0.1
H 0.10850 -4.82007 -2.41828 0.1 0.1 0.2
H -0.11001 -3.29999 -4.74436 0.1 0.0 0.0
H -0.22298 -5.06042 -4.78457 0.0 0.0 0.0
H 2.26447 -3.37326 -5.31420 0.0 0.0 0.0
H 1.68158 -4.78119 -6.22298 0.1 -0.1 0.0
```
Forces are in eV/Å.

The strongest force on any atom comes out at 0.02966 Eh/bohr. The LUMO energy comes out at 0.019 Eh. Its charge is 0. The SMILES is CBN(C)C(C)=O.O=C1CCCO1.O=C1CCCO1.O=C1CCCO1.O=C1CCCO1.O=C1CCCO1.

=====

(2)
Here is a cluster of 2 separate species, C4H8O5P in total from the OMol25 dataset. Energies are from ωB97M-V/def2-TZVPD.

```
18
Properties=species:S:1:pos:R:3:forces:R:3
C -1.48517 -1.08222 -0.66725 0.2 0.2 0.3
C -1.26481 -0.89562 0.63068 -0.2 0.1 -0.5
C -0.09564 -1.49187 1.33295 -0.1 -0.7 0.1
O 0.58271 -0.58017 2.22405 -0.3 -0.1 0.0
C 0.75813 0.67030 1.72890 0.4 0.4 0.1
O 0.08489 1.59978 2.04344 0.0 0.0 0.1
O 1.85573 0.77671 0.92822 -0.7 -0.5 -0.2
P 1.54992 1.00740 -0.70802 -0.1 0.8 -0.6
O 2.64554 1.76355 -1.33071 0.5 0.0 0.0
H -2.13595 -0.44205 -1.24459 -0.4 -0.2 0.0
H -0.92410 -1.83388 -1.20422 0.4 0.2 -0.3
H -1.93734 -0.27027 1.19618 0.2 0.4 0.2
H -0.38045 -2.33275 1.95737 0.0 0.0 0.3
H 0.59055 -1.88188 0.58595 0.3 0.0 -0.1
H 0.26576 1.57995 -0.86550 -0.3 -0.2 0.0
H 1.50573 -0.31827 -1.16726 -0.1 -0.2 0.1
O -0.91289 1.59488 -2.33524 0.1 -0.3 0.3
H -0.70260 2.13640 -3.10495 0.0 0.0 0.1
```
Forces are in eV/Å.

The strongest force on any atom comes out at 0.01918 Eh/bohr. The LUMO energy comes out at 0.122 Eh. Its charge is -1. The relative energy (zero: lowest compared OMol25 entry of this formula, charge and spin) comes out at 0.0 kJ/mol.

=====

(3)
Here is a cluster of 2 separate species, C4H8NO3 in total from the OMol25 dataset. Energies are from ωB97M-V/def2-TZVPD.

```
16
Properties=species:S:1:pos:R:3:forces:R:3
C -0.19854 0.73404 2.21155 -1.6 0.7 -1.3
C 1.18495 0.18305 1.89985 0.2 -2.3 -0.6
O 2.12465 0.41444 2.66423 -0.5 -0.2 -0.7
N 1.18934 -0.67376 0.80954 2.9 -0.5 2.4
H 1.81399 -1.44060 0.50836 0.3 1.4 1.1
H 0.48754 -0.58163 0.15710 -2.7 0.5 -1.5
H 0.10587 1.80842 2.42738 -1.4 -1.1 0.1
H -0.66666 0.18467 3.06102 1.0 0.6 0.0
H -1.07581 0.55674 1.39300 2.7 0.9 1.5
C -2.11302 -0.29857 -2.71481 0.4 0.8 -1.7
C -0.87446 -0.10619 -1.71180 -1.3 0.3 -4.4
O 0.08747 0.20037 -2.41985 1.8 0.6 0.4
O -0.95116 -0.34382 -0.52242 -1.2 -0.4 1.8
H -2.87250 -0.93643 -2.29357 -0.6 -0.1 0.1
H -1.61874 -0.81270 -3.63288 -1.1 0.7 1.6
H -2.58034 0.69610 -3.17168 1.0 -1.9 1.3
```
Forces are in eV/Å.

The strongest force on any atom comes out at 0.08918 Eh/bohr. The LUMO energy comes out at 0.147 Eh. Its charge is -1. The relative energy (zero: lowest compared OMol25 entry of this formula, charge and spin) comes out at 161.8 kJ/mol.

=====

(4)
Here is a structure of composition C60H63GeN4O2SSc from the OMol25 dataset. Energies are from ωB97M-V/def2-TZVPD.

```
132
Properties=species:S:1:pos:R:3:forces:R:3
Sc -0.51700 -0.24298 -0.25625 -0.2 -0.6 0.1
C 5.07421 1.89475 1.70901 0.0 -0.1 0.0
C 4.93218 0.42643 1.28626 -0.1 0.1 0.0
C 3.76020 0.22003 0.38133 0.1 -0.1 -0.2
C 3.75555 0.14712 -0.97586 0.1 0.0 0.3
C 4.91918 0.26072 -1.90672 -0.1 0.1 0.0
C 5.12704 1.70757 -2.37423 0.0 -0.1 0.0
C 2.36899 0.03070 -1.39249 -0.2 0.0 -0.5
C 1.92871 0.01146 -2.69590 0.3 0.0 0.3
C 0.59291 0.03370 -3.15796 -0.3 0.0 -0.3
C 0.17358 0.06225 -4.52121 0.1 -0.1 0.2
C 1.08358 0.12651 -5.70765 0.0 0.2 0.1
C 1.46086 1.57105 -6.05991 0.0 -0.1 -0.1
C -1.20923 0.07511 -4.51398 -0.1 -0.1 0.2
C -1.61462 0.05529 -3.14480 0.1 0.0 -0.3
C -2.94688 0.04676 -2.67178 -0.2 0.0 0.2
C -3.38214 0.09327 -1.36113 0.1 0.0 -0.3
N -2.57170 0.16381 -0.25736 -0.4 0.2 0.0
C -3.38050 0.16841 0.85352 0.1 0.1 0.3
C -2.93987 0.20949 2.15988 -0.2 0.0 -0.3
C -1.60272 0.25022 2.62073 0.2 0.0 0.3
N -0.49990 0.22585 1.80881 0.0 0.1 0.2
C 0.60633 0.22485 2.60965 -0.3 0.0 0.3
C 1.94391 0.21011 2.13295 0.3 0.1 -0.3
C 2.37607 0.13355 0.82214 -0.2 0.0 0.4
N 1.56252 0.00780 -0.27455 0.3 0.2 0.0
C 0.20145 0.25423 3.97544 0.2 -0.1 -0.2
C -1.18439 0.26808 3.98286 -0.2 -0.1 -0.2
C -2.10013 0.29033 5.16681 0.0 0.2 -0.1
C -2.63300 1.69840 5.46024 0.0 -0.1 0.1
C 1.12675 0.26002 5.15234 -0.1 0.2 -0.1
C 1.62515 1.67113 5.48968 0.0 -0.1 0.1
C -4.77016 0.11430 0.42872 -0.1 -0.1 -0.2
C -4.77198 0.06913 -0.93119 -0.1 0.0 0.3
C -5.94919 0.04476 -1.85280 0.1 0.2 0.0
C -6.27891 1.44296 -2.39135 0.0 -0.1 0.0
C -5.94378 0.12964 1.35538 0.1 0.2 0.0
C -6.28633 1.54883 1.82624 0.0 -0.1 0.0
N -0.50690 0.03816 -2.34539 0.1 0.2 -0.2
C -2.13656 0.15327 -5.68648 0.0 0.2 0.1
C -2.69729 1.56786 -5.88347 0.0 -0.1 -0.1
H 5.95582 2.03881 2.33754 0.0 0.0 0.0
H 4.19113 2.20719 2.26779 0.0 0.0 0.0
H 5.15819 2.54082 0.83475 0.0 0.0 0.0
H 4.82066 -0.19107 2.18161 0.0 -0.1 0.0
H 5.84334 0.10138 0.77882 0.0 0.0 0.0
H 4.75875 -0.38022 -2.77641 0.0 -0.1 0.0
H 5.82177 -0.09658 -1.40557 0.0 0.0 0.0
H 4.22684 2.08066 -2.86430 0.0 0.0 0.0
H 5.96285 1.77627 -3.07396 0.0 0.0 0.0
H 5.33439 2.35774 -1.52355 0.0 0.0 0.0
H 2.69778 0.00836 -3.45895 0.0 0.0 0.0
H 0.59979 -0.33812 -6.57025 0.0 -0.1 0.0
H 1.99311 -0.44388 -5.50497 0.0 -0.1 -0.1
H 0.56917 2.14769 -6.30873 0.0 0.0 0.0
H 2.14117 1.60393 -6.91459 0.0 0.0 0.0
H 1.94587 2.05352 -5.21009 0.0 0.0 0.0
H -3.71837 -0.00961 -3.43077 0.0 0.0 0.0
H -3.70434 0.19618 2.92776 0.0 0.0 0.0
H 2.71782 0.24578 2.89169 0.0 0.0 0.0
H -1.57029 -0.08559 6.04529 0.0 0.0 0.0
H -2.94254 -0.38402 4.99045 0.0 0.0 0.0
H -1.80939 2.37773 5.68524 0.0 0.0 0.0
H -3.31766 1.68963 6.31188 0.0 0.0 0.0
H -3.16250 2.09126 4.59128 0.0 0.0 0.0
H 1.98227 -0.38898 4.94799 0.0 0.0 0.1
H 0.61026 -0.15277 6.02214 0.1 -0.1 0.0
H 2.14159 2.10527 4.63148 0.0 0.0 0.0
H 2.31113 1.65358 6.34013 0.0 0.1 0.0
H 0.78310 2.31954 5.73664 0.0 0.0 0.0
H -6.81938 -0.35173 -1.32519 0.0 -0.1 0.0
H -5.74331 -0.62525 -2.69095 0.0 0.0 0.0
H -6.56176 2.10778 -1.57416 0.0 0.0 0.0
H -7.10602 1.40110 -3.10337 0.0 0.0 0.0
H -5.40971 1.87470 -2.88848 0.0 0.0 0.0
H -5.72788 -0.49560 2.22506 0.0 0.0 0.0
H -6.81190 -0.30250 0.85304 0.0 0.0 0.0
H -5.43704 1.99177 2.34767 0.0 0.0 0.0
H -7.14477 1.53925 2.50134 0.0 0.0 0.0
H -6.52441 2.18730 0.97453 0.0 0.0 0.0
H -2.96591 -0.54649 -5.54838 0.0 0.0 0.0
H -1.60731 -0.15247 -6.59205 0.0 -0.1 0.0
H -3.19569 1.91007 -4.97604 0.0 0.0 0.0
H -3.41377 1.59436 -6.70817 0.0 0.0 0.0
H -1.89179 2.26953 -6.10315 0.0 0.0 0.0
O -1.25670 5.35449 -1.10576 0.0 0.1 0.1
C -0.46858 4.80364 -0.39041 -0.3 -0.3 -0.4
O -0.21797 3.45698 -0.53421 -0.1 0.2 -0.2
C 0.34395 5.33602 0.69415 0.5 0.0 0.6
C 0.37715 6.64757 1.16249 -0.1 -0.1 -0.2
C 1.24448 6.96856 2.18519 0.0 0.2 0.1
C 2.05950 5.99029 2.76322 -0.1 -0.2 -0.1
C 2.01746 4.68008 2.32364 0.1 0.0 0.1
C 1.16102 4.36629 1.27495 -0.3 0.0 -0.3
S 0.95274 2.83565 0.48092 0.2 0.2 0.2
H -0.27603 7.38519 0.71423 0.0 0.0 0.0
H 1.29566 7.98567 2.55167 0.0 0.0 0.0
H 2.73353 6.25750 3.56683 0.0 0.0 0.0
H 2.62571 3.90942 2.77933 0.0 0.0 0.0
C -2.23126 -3.92927 -1.11577 0.0 0.4 0.0
Ge -0.70956 -2.93043 -0.25872 0.0 -1.5 0.0
C -0.61677 -3.96439 1.47062 -0.1 0.4 0.1
C -0.70365 -3.26901 2.67899 0.0 0.0 -0.1
C -0.63743 -3.91827 3.90492 0.0 0.0 0.1
C -0.49528 -5.29767 3.94788 0.0 0.0 0.0
C -0.41467 -6.01069 2.75828 0.0 -0.1 0.0
C -0.46872 -5.34852 1.53986 0.0 0.0 -0.2
C 0.83818 -3.72201 -1.28719 -0.1 0.3 -0.1
C 0.62863 -4.16347 -2.57299 -0.2 0.1 0.1
C 1.68649 -4.47109 -3.45214 0.2 0.0 -0.1
C 2.98304 -4.34390 -3.04403 -0.1 0.0 -0.1
C 3.26746 -3.94897 -1.71618 -0.1 0.1 0.1
C 4.59953 -3.88590 -1.24189 0.1 0.0 0.0
C 4.86598 -3.58517 0.06402 0.1 0.0 -0.1
C 3.80667 -3.30554 0.94750 -0.1 0.1 0.1
C 2.51364 -3.30915 0.50397 0.0 0.1 0.1
C 2.19343 -3.63825 -0.83552 0.1 -0.2 -0.1
H -2.07675 -5.00991 -1.12315 0.1 0.0 0.0
H -2.39209 -3.59035 -2.14232 0.0 0.0 0.0
H -3.14830 -3.71864 -0.56041 0.0 0.0 0.0
H -0.82754 -2.19258 2.66102 0.0 0.0 0.0
H -0.69362 -3.34492 4.82428 0.0 0.0 0.0
H -0.44730 -5.81490 4.89920 0.0 0.0 0.0
H -0.30658 -7.08957 2.78671 0.0 0.0 0.0
H -0.38978 -5.91778 0.61784 0.0 0.0 0.0
H -0.38670 -4.25984 -2.94119 0.0 0.0 0.0
H 1.46355 -4.79882 -4.46153 0.0 0.0 0.0
H 3.80526 -4.56132 -3.71742 0.0 0.0 0.0
H 5.40527 -4.10010 -1.93682 0.0 0.0 0.0
H 5.88813 -3.56699 0.42538 0.0 0.0 0.0
H 4.02097 -3.08233 1.98607 0.0 0.0 0.0
H 1.71084 -3.07889 1.19298 0.0 0.0 0.0
```
Forces are in eV/Å.

The strongest force on any atom comes out at 0.02908 Eh/bohr. As for the spin multiplicity: 2. The LUMO energy (alpha / beta) comes out at 0.072 / 0.057 Eh. Its charge is -1. The relative energy (zero: lowest compared OMol25 entry of this formula, charge and spin) comes out at 290.9 kJ/mol.